Molecular formula: C20H52N12O30S2
Method: DFT, ωB97M-V/def2-TZVPD

Structure (XYZ):
```
116
Properties=species:S:1:pos:R:3
C 0.2377 -1.5237 6.2388
N 1.4836 -1.6018 5.4712
O 2.0768 -2.6475 5.4268
O 1.8160 -0.6392 4.8844
H 0.1990 -0.6567 6.8983
H 0.1744 -2.3803 6.9099
H -0.4714 -1.5147 5.4111
C 0.8317 -5.2462 0.7408
N 0.7992 -6.5860 -0.0230
O -0.3309 -7.0073 -0.4351
O 1.8671 -7.1398 -0.2346
H 0.0448 -4.5857 0.3765
H 1.7651 -4.8363 0.3550
H 0.7645 -5.4088 1.8165
C -2.3245 -1.3046 -2.9502
N -2.9691 -1.9346 -4.1366
O -2.9236 -3.1709 -4.2461
O -3.3788 -1.1361 -4.9393
H -2.0211 -2.0770 -2.2435
H -2.8978 -0.5195 -2.4571
H -1.3138 -1.0445 -3.2648
C -3.1891 4.8606 4.3512
N -2.0931 3.9546 4.0106
O -2.0439 3.4974 2.9033
O -1.2341 3.8328 4.8758
H -4.0311 4.8983 3.6601
H -2.7218 5.8327 4.5081
H -3.6262 4.4577 5.2649
C 3.3313 -1.9024 -0.8227
N 3.5890 -1.6690 -2.2635
O 4.1192 -0.5471 -2.6292
O 3.5095 -2.6229 -2.9838
H 2.4378 -2.4982 -0.6362
H 3.0363 -0.9014 -0.5080
H 4.2103 -2.3693 -0.3783
C -4.1039 0.7515 2.7892
N -5.0501 1.6919 2.1865
O -5.5198 2.6008 2.9222
O -5.1642 1.6805 0.9711
H -3.8130 -0.0213 2.0777
H -4.6084 0.4061 3.6915
H -3.2410 1.3773 3.0168
C -3.9994 -3.1397 2.5102
N -2.8761 -2.3800 3.2441
O -1.8223 -2.4027 2.7844
O -3.1088 -1.6819 4.1719
H -4.4908 -3.7192 3.2917
H -3.4110 -3.7072 1.7892
H -4.6855 -2.4157 2.0708
C 1.5890 0.3290 -4.5116
N 0.4945 -0.1387 -5.3941
O 0.1505 -1.3402 -5.4673
O -0.2022 0.7117 -5.8842
H 1.3530 1.3914 -4.4500
H 2.4002 -0.0551 -5.1300
H 1.5716 -0.2672 -3.5993
C 4.5259 -1.6173 3.2977
N 3.2929 -1.4597 2.4934
O 2.9078 -0.3236 2.2353
O 2.7946 -2.4805 1.9647
H 4.8236 -0.6267 3.6414
H 5.2778 -2.1040 2.6765
H 4.2953 -2.1002 4.2473
C 1.8451 3.4364 3.4089
N 1.4879 3.1826 1.9770
O 2.1770 2.4147 1.3349
O 0.5152 3.8192 1.5714
H 0.9643 3.8715 3.8811
H 2.6579 4.1626 3.3903
H 2.2025 2.5078 3.8538
C 2.7998 6.5838 -0.7768
C 1.7541 7.0871 -1.7783
O 1.3092 5.8568 -2.4246
S 2.2594 4.5260 -2.1240
O 2.7878 3.9392 -3.3536
O 1.6903 3.5931 -1.1707
O 3.4704 5.4169 -1.3086
H 2.3283 6.2245 0.1379
H 3.5120 7.3628 -0.5044
H 2.1113 7.8899 -2.4233
H 0.7999 7.4713 -1.4178
C -1.5289 4.0009 -2.9545
C -2.5204 2.8594 -3.2794
O -3.5199 2.9928 -2.2776
S -3.0603 3.6889 -0.8712
O -2.4417 2.6970 0.0226
O -4.0634 4.6285 -0.4198
O -1.7227 4.4055 -1.5925
H -1.7478 4.7747 -3.6902
H -0.5423 3.5953 -3.1791
H -2.0130 1.9048 -3.1398
H -2.9415 2.8172 -4.2839
C 0.2049 -4.2283 -3.2334
O 0.2910 -4.0154 -2.0232
N 1.0114 -4.9972 -3.9441
C 2.2825 -5.5775 -3.3967
C 0.9896 -4.8779 -5.3904
H -0.5801 -3.8116 -3.8833
H 2.5714 -6.5854 -3.6946
H 2.1644 -5.5721 -2.3132
H 3.1602 -4.9445 -3.5274
H 0.1044 -4.3353 -5.7222
H 1.8233 -4.2084 -5.6021
H 1.0704 -5.7331 -6.0614
C -0.0021 0.6090 -0.3813
O -0.0416 0.2215 -1.5179
N -0.1905 -0.1774 0.6636
C -0.4385 0.3971 2.0209
C -0.3621 -1.6571 0.4947
H 0.0512 1.6734 -0.1050
H -0.6523 1.4644 2.0782
H 0.3148 0.1680 2.7746
H -1.2855 -0.1901 2.3758
H -0.0483 -1.8515 -0.5308
H 0.2521 -2.2196 1.1979
H -1.3646 -2.0840 0.5251
```

* largest force on an atom: 5.88 eV/Å
* net charge: -1
* orbital gap (spin up / spin down): 2.72 / 6.28 eV
* spin multiplicity: 2
* lowest unoccupied orbital energy (spin up / spin down): 1.74 / 1.74 eV



Molecular formula: C20H54AsF6O19S7
Method: DFT, ωB97M-V/def2-TZVPD

Structure (XYZ):
```
107
Properties=species:S:1:pos:R:3
As 1.7413 8.9228 -8.2035
F 0.8992 10.1490 -7.2122
F 3.2911 9.7329 -7.7428
F 2.5611 7.7014 -9.2301
F 0.1014 8.2883 -8.5481
F 1.6926 10.1551 -9.5264
F 1.8470 7.7897 -6.8204
O 7.1201 7.6603 -4.0664
S 6.4134 7.9954 -5.2957
O 6.7724 9.0611 -6.2194
O 6.0871 6.5254 -6.1631
C 5.4509 6.6108 -7.4732
C 5.7034 5.4857 -8.5280
C 4.6941 8.3276 -4.8800
H 5.7946 7.5505 -7.9057
H 4.4090 6.9289 -7.4347
H 5.2579 5.6458 -9.5098
H 5.2247 4.6100 -8.0897
H 6.7523 5.2210 -8.6620
H 4.1941 7.3591 -4.8656
H 4.3457 9.0412 -5.6267
H 4.5975 8.8590 -3.9332
O -6.5932 6.0556 -10.3972
S -6.1917 7.4447 -10.4331
O -6.6541 8.4337 -9.4368
O -4.5443 7.5474 -10.7040
C -3.7358 7.3328 -9.5845
C -3.5299 8.6468 -8.8335
C -6.6530 8.1882 -12.0983
H -2.7526 7.2857 -10.0527
H -3.9677 6.3904 -9.0884
H -3.1646 9.4625 -9.4574
H -2.8339 8.4329 -8.0224
H -4.3690 9.1444 -8.3473
H -7.0886 9.1505 -11.8295
H -7.3978 7.4923 -12.4845
H -5.7541 8.3395 -12.6961
O 3.8951 13.8341 -1.9991
S 3.6698 14.4436 -3.3644
O 4.8445 15.0723 -4.0428
O 2.8110 13.4881 -4.4183
C 2.8436 13.7776 -5.8011
C 1.6792 13.2951 -6.6354
C 2.3819 15.6589 -3.1191
H 3.7883 13.3474 -6.1339
H 2.9966 14.8502 -5.9202
H 0.8013 13.1041 -6.0182
H 1.9205 12.3390 -7.0999
H 1.5120 13.9205 -7.5123
H 1.7137 15.1552 -2.4207
H 1.9931 15.8913 -4.1105
H 2.9484 16.5088 -2.7384
O -2.1333 7.2747 -2.7234
S -1.6030 8.2878 -3.6201
O -2.6011 9.1607 -4.3267
O -0.5614 9.3479 -2.8547
C -0.1256 10.4949 -3.4879
C 1.4483 10.4989 -3.6250
C -0.3968 7.4485 -4.7014
H -0.6092 11.3345 -2.9886
H -0.6202 10.5672 -4.4566
H 2.0569 10.7276 -2.7502
H 1.7467 11.4127 -4.1388
H 1.8316 9.6159 -4.1364
H -0.2036 8.1846 -5.4817
H -0.7419 6.5207 -5.1576
H 0.4540 7.2342 -4.0546
O 2.6098 4.2968 -8.8409
S 1.6126 3.7219 -7.9864
O 1.6400 2.2903 -7.5321
O 1.6164 4.7387 -6.7244
C 2.6685 4.5626 -5.7500
C 2.0526 4.4448 -4.4170
C 0.0560 4.0952 -8.6661
H 3.2271 5.4973 -5.7985
H 3.2831 3.6837 -5.9442
H 1.5715 5.3913 -4.1709
H 2.8592 4.2650 -3.7063
H 1.3300 3.6492 -4.2353
H -0.1855 5.0945 -8.3040
H -0.5769 3.2926 -8.2877
H 0.1670 4.0308 -9.7486
O 3.2246 14.7874 -11.5651
S 1.8626 14.3251 -11.2286
O 1.0449 14.9688 -10.2765
O 0.8899 14.3944 -12.5688
C -0.5629 14.1528 -12.4815
C -1.2204 13.8288 -13.8386
C 2.0368 12.5209 -11.0423
H -1.1784 14.8895 -11.9651
H -0.7201 13.2766 -11.8526
H -1.0182 14.7688 -14.3520
H -2.2943 13.6476 -13.8818
H -0.7280 13.0199 -14.3784
H 2.7788 12.4507 -10.2469
H 2.4035 12.0654 -11.9622
H 1.0817 12.0634 -10.7843
C -0.1198 8.2047 -11.7499
S 0.3650 7.6920 -13.4341
O 1.6124 6.9078 -13.0372
C 0.9697 9.3267 -14.0773
H 0.6651 8.7765 -11.2549
H -0.2588 7.3642 -11.0700
H -0.9505 8.9105 -11.7529
H 1.2556 9.1114 -15.1069
H 1.8259 9.6570 -13.4892
H 0.2051 10.0995 -14.1558
```

* largest force on an atom: 4.56 eV/Å
* net charge: -1
* energy relative to the best compared isomer or geometry (same formula, charge and spin): 382.0 kJ/mol
* orbital gap: 8.92 eV
* lowest unoccupied orbital energy: 1.57 eV



Question: largest force on an atom of number 2 (C20H54AsF6O19S7)?
Answer: 4.56 eV/Å